Record 1
Here is C5H10CoO2 as an isolated structure in a non-equilibrium geometry from the OMol25 dataset. Energies are from ωB97M-V/def2-TZVPD.

```
18
Properties=species:S:1:pos:R:3:forces:R:3
C -1.146 -1.942 1.212 -0.136 -0.807 -0.024
O -0.939 -0.559 1.426 0.782 0.595 -0.356
C -1.361 0.370 0.443 0.941 -1.290 -2.955
C -0.964 1.676 0.981 1.779 0.744 0.011
H -2.023 -2.238 1.801 0.399 -0.218 -0.116
H -1.315 -2.217 0.161 0.026 0.427 0.141
H -0.217 -2.429 1.531 -0.508 -0.185 0.145
H -2.401 0.205 0.138 0.136 -0.035 0.122
H -1.482 2.017 1.886 -0.035 -0.144 -0.448
H -0.797 2.440 0.211 -0.381 -0.052 0.436
C 2.535 -0.008 -2.199 -1.206 0.283 -0.363
C 1.455 0.250 -1.269 4.223 2.611 0.917
O 1.843 0.388 -0.034 -0.483 -1.286 -3.133
Co 0.898 0.774 1.466 -2.529 0.771 1.082
H 2.306 -0.206 -3.247 0.086 -0.087 0.316
H 3.515 0.412 -1.958 -0.144 -0.797 0.248
H -0.652 0.096 -0.825 -2.194 0.528 3.543
H 0.746 0.971 -1.723 -0.755 -1.057 0.434
```
Positions in Å, forces in eV/Å.

Summary:
- net charge = +1
- expectation value of S² = 6.02
- multiplicity = 5
- Kohn-Sham gap (spin up / spin down) (eV) = 7.80 / 6.52

***

Record 2
Here is C5H10F3NO3S2 as an isolated structure in a non-equilibrium geometry from the OMol25 dataset. Energies are from ωB97M-V/def2-TZVPD.

```
24
Properties=species:S:1:pos:R:3:forces:R:3
C 1.804 -2.820 0.697 0.634 -0.013 2.501
C 1.564 -0.244 1.010 1.561 -3.944 -1.569
C -0.682 2.937 -1.084 -1.072 -4.379 -0.717
C 1.182 -1.562 0.125 1.630 2.031 2.316
C -2.038 2.339 -0.606 0.736 0.413 -1.408
N -0.932 -0.098 -0.725 0.105 -1.528 -0.289
O -0.956 1.265 1.474 -0.096 0.099 -0.164
O -1.060 -2.672 -0.885 -0.094 -0.552 -0.786
O -1.215 -1.546 1.324 0.486 -0.184 -0.992
F 1.742 -1.352 -1.098 -0.355 -0.138 -1.166
F -2.909 2.154 -1.689 1.000 -0.240 0.954
F -2.665 3.171 0.223 -0.424 0.512 0.466
S -1.880 0.797 0.447 -0.287 0.757 -0.437
S -0.664 -1.631 -0.014 0.795 1.100 0.720
H 1.294 -3.201 1.661 0.724 0.913 -1.442
H 2.942 -2.649 0.948 -2.329 -0.257 -0.677
H 1.678 -3.592 -0.016 0.178 -0.906 -0.743
H 1.313 0.577 0.434 -0.412 1.821 -0.741
H 2.636 -0.284 1.320 -0.794 -0.030 -0.633
H 0.986 -0.405 1.837 -1.495 0.486 2.391
H -0.033 3.103 -0.271 0.592 0.238 1.061
H -0.236 2.057 -1.712 -0.515 2.081 0.750
H -0.896 3.806 -1.619 -0.152 1.300 -1.074
H -0.973 -0.149 -1.780 -0.418 0.416 1.677
```
Positions in Å, forces in eV/Å.

Summary:
- multiplicity = 1
- Kohn-Sham gap (eV) = 10.61

***

| no. | energy (eV) | M (g/mol) |
| --- | --- | --- |
| 1 | -47055.652 | 161.066 |
| 2 | -42800.270 | 253.267 |